DFT (wB97M-V/def2-TZVPD) results for the ion C5H8N with charge +1.

- 2S+1 = 1
- HOMO level (eV) = -15.2068
- ΔE to the lowest compared entry with this formula, charge and spin (kJ/mol) = 542.9
- total charge = +1

Element x y z (Å)
C 2.375 -1.077 1.109
C 1.429 -0.482 0.680
N 0.146 0.355 -0.032
C 0.411 1.137 -1.308
C -1.036 -0.525 -0.135
C -2.025 -0.422 0.784
H 3.331 -1.451 1.572
H -0.167 1.115 0.672
H 1.455 0.785 -1.775
H -0.392 0.856 -1.952
H 0.413 2.160 -1.094
H -1.113 -1.366 -0.848
H -2.773 -1.110 0.585
H -2.054 0.024 1.741

***

DFT (wB97M-V/def2-TZVPD) results for a structure of composition C10H17N2S.

- 2S+1 = 1
- HOMO level (eV) = -11.9565
- ΔE to the lowest compared entry with this formula, charge and spin (kJ/mol) = 176.8
- total charge = +1

Element x y z (Å)
C -0.507 -1.348 -1.985
C 0.017 -0.334 -1.072
C 0.215 -2.705 -1.756
C -3.538 0.899 0.108
C 1.591 -1.908 -0.048
C -3.062 2.163 -0.511
C -2.601 0.695 1.084
C 0.941 -0.603 -0.159
C 1.486 0.209 2.213
C 2.539 1.322 0.320
N 1.175 -2.978 -0.960
N 1.318 0.479 0.731
S -1.617 2.134 0.702
H -0.376 -1.047 -2.960
H -0.378 0.634 -1.295
H -0.271 -3.589 -2.170
H -4.410 0.377 -0.229
H -1.505 -1.506 -1.838
H 2.666 -1.799 -0.323
H 1.593 -2.286 0.992
H -2.736 2.106 -1.515
H -3.824 2.968 -0.391
H -2.381 0.119 2.003
H 2.574 -0.046 2.306
H 1.327 1.157 2.779
H 0.794 -0.567 2.497
H 3.379 0.739 0.554
H 2.504 1.488 -0.728
H 2.665 2.182 0.905
H 0.423 1.045 0.747

***

DFT (wB97M-V/def2-TZVPD) results for the molecule C20H17F4N3O2S.

- 2S+1 = 1
- HOMO level (eV) = -8.5279
- ΔE to the lowest compared entry with this formula, charge and spin (kJ/mol) = 26.7
- total charge = 0

Element x y z (Å)
C -0.265 -0.261 -3.648
C -0.916 -0.111 -2.276
O -2.122 -0.307 -2.195
N -0.137 0.196 -1.160
N 1.207 0.319 -1.315
C 1.791 0.612 -0.175
C 3.264 0.753 -0.037
C 3.778 1.306 1.152
C 5.129 1.451 1.387
F 5.531 1.975 2.582
C 6.049 1.132 0.396
C 5.554 0.646 -0.832
C 4.166 0.458 -1.079
F 3.746 -0.151 -2.231
S 0.742 0.902 1.193
C -0.616 0.192 0.236
C -1.701 1.261 0.473
C -1.562 2.568 -0.096
C -2.576 3.507 0.002
F -2.329 4.745 -0.541
C -3.786 3.186 0.644
F -4.804 4.048 0.805
C -3.910 1.908 1.236
C -2.867 0.999 1.196
O -3.028 -0.156 1.896
C -1.882 -0.906 2.248
C -0.929 -1.135 1.044
C -1.480 -2.254 0.131
C -1.466 -3.623 0.803
N -1.608 -4.615 -0.248
H 0.332 0.614 -3.911
H 0.372 -1.169 -3.676
H -1.075 -0.330 -4.394
H 3.130 1.679 1.965
H 7.099 1.313 0.602
H 6.301 0.320 -1.533
H -0.603 2.830 -0.556
H -4.827 1.667 1.758
H -2.205 -1.858 2.660
H -1.316 -0.399 3.045
H 0.055 -1.474 1.412
H -0.866 -2.374 -0.758
H -2.485 -2.028 -0.203
H -0.519 -3.785 1.316
H -2.262 -3.722 1.498
H -1.741 -5.565 0.090
H -2.365 -4.365 -0.906

***

DFT (wB97M-V/def2-TZVPD) results for the molecule C6H10N2O4.

- 2S+1 = 1
- HOMO level (eV) = -9.9434
- ΔE to the lowest compared entry with this formula, charge and spin (kJ/mol) = 355.3
- total charge = 0

Element x y z (Å)
C -0.835 0.812 -1.748
C -0.359 0.610 -0.279
C -0.645 2.052 0.333
O -1.704 2.577 0.115
O 0.321 2.632 1.094
C -1.130 -0.478 0.373
C -0.137 -1.078 1.480
C 1.162 -0.902 0.675
N 1.392 -1.972 -0.372
O 1.049 -3.095 -0.127
O 1.833 -1.580 -1.434
N 1.094 0.348 0.117
H -0.341 0.172 -2.501
H -0.624 1.746 -2.194
H -1.825 0.531 -1.856
H 1.007 1.992 1.109
H -1.343 -1.371 -0.207
H -2.137 -0.180 0.851
H -0.326 -0.414 2.331
H -0.442 -2.102 1.590
H 2.235 -0.993 1.212
H 1.755 0.693 -0.564

***

DFT (wB97M-V/def2-TZVPD) results for the molecule C3H3N3O2.

- 2S+1 = 1
- HOMO level (eV) = -9.3523
- ΔE to the lowest compared entry with this formula, charge and spin (kJ/mol) = 611.1
- total charge = 0

Element x y z (Å)
H -0.997 3.049 -0.559
N 0.062 2.714 -0.773
C 0.020 1.496 -0.527
N -1.115 0.716 0.052
N -0.976 -0.413 0.579
C 0.005 -1.131 0.491
O -0.223 -2.549 0.571
C 1.042 -0.681 -0.223
O 1.140 0.670 -0.235
H -1.039 -2.897 0.867
H 2.080 -0.971 -0.243

***

DFT (wB97M-V/def2-TZVPD) results for a structure of composition C9H20BrCa2NaO10S.

- 2S+1 = 1
- HOMO level (eV) = -10.0362
- total charge = +2

Element x y z (Å)
C -0.472 2.720 0.673
C 0.369 1.554 0.268
O 1.036 0.954 1.386
C 2.393 0.550 1.118
O 3.266 1.353 1.168
C 2.813 -0.970 0.781
C 1.985 -2.015 1.579
C 2.621 -2.481 2.865
O 3.929 -2.904 2.616
S 4.947 -3.147 3.963
O 5.442 -4.455 3.746
O 3.836 -3.358 5.151
H -0.576 3.355 -0.196
H -1.465 2.408 0.943
H 0.028 3.290 1.441
H 1.162 1.902 -0.476
H -0.371 0.818 -0.229
H 2.545 -1.143 -0.318
H 3.888 -1.051 0.887
H 1.715 -2.829 0.916
H 1.047 -1.534 1.858
H 2.045 -3.335 3.223
H 2.515 -1.724 3.623
H 3.770 -2.512 5.620
Ca 1.392 0.117 -1.350
Br 4.704 -0.148 3.534
C -0.510 -4.319 -1.035
O 0.867 -4.025 -1.164
H -0.985 -3.492 -0.501
H -0.979 -4.414 -2.014
H -0.638 -5.258 -0.469
H 1.267 -4.759 -1.649
C -3.402 2.698 -1.608
O -4.470 2.827 -2.251
O -2.755 1.590 -1.547
O -2.883 3.658 -0.947
C -5.332 4.799 -4.670
O -6.179 3.725 -4.546
H -5.501 5.241 -5.658
H -5.549 5.558 -3.873
H -4.284 4.482 -4.599
H -5.977 3.383 -3.666
Na -1.647 -4.120 1.069
Ca -5.605 7.011 -5.660

***

Calculated values (eV/A) of strongest force on any atom for the records, taken in order: 4.760, 4.369, 2.756, 4.767, 9.881, 2.901.
Calculated values (Ha) of lowest unoccupied orbital energy for the records, taken in order: -0.152, -0.098, -0.010, -0.001, -0.048, -0.290.